# CH2NO3PS

A gas-phase ion, CH2NO3PS (charge -2) in a non-equilibrium geometry (ωB97M-V/def2-TZVPD, the OMol25 dataset).

Output
- Total charge: -2
- E_LUMO: 6.3 eV
- Frontier orbital gap: 0.218 Ha
- Spin multiplicity: 1
- SMILES: [H]/N=C(\[S-])[P@](=O)([O-])O
- Relative energy (zero: lowest compared OMol25 entry of this formula, charge and spin): 281.7 kJ/mol

Each line ends with the Löwdin charge.
Element x y z (Å)
H -0.6309 1.1262 -2.0229  -0.056
N -0.6361 0.4522 -1.3238  -0.055
C 0.0207 0.7751 -0.2679  -0.646
S 0.9504 2.7484 -0.4709  -0.324
P 0.4279 -0.5996 0.9252  0.163
O 0.6753 -0.3532 2.3743  -0.408
O 1.2937 -1.4943 0.1389  -0.391
O -1.1092 -1.2161 0.7690  -0.241
H -0.9919 -1.4387 -0.1219  -0.041

---

# C4H6O2

A molecular structure, C4H6O2 (ωB97M-V/def2-TZVPD, the OMol25 dataset).

Output
- Total charge: 0
- E_LUMO: 0.8 eV
- Frontier orbital gap: 0.374 Ha
- Spin multiplicity: 1
- Relative energy (zero: lowest compared OMol25 entry of this formula, charge and spin): 292.2 kJ/mol

Each line ends with the Löwdin charge.
Element x y z (Å)
O 0.8992 1.3949 -1.1378  0.018
C 1.0323 0.2239 -0.4048  -0.314
C 0.2002 -0.1815 0.7681  -0.100
C -1.2837 0.0023 0.5022  -0.146
O -1.2104 -0.6354 -0.7795  -0.056
C 0.1522 -0.9535 -0.5783  -0.178
H 0.6293 2.0958 -0.5317  0.102
H 2.0641 -0.1071 -0.2459  0.153
H 0.6140 -0.3523 1.7576  0.128
H -1.8779 -0.5944 1.2058  0.125
H -1.7031 1.0120 0.4336  0.119
H 0.4837 -1.9047 -0.9892  0.148

---

# C10H7BrN2O

C10H7BrN2O in the gas phase in a non-equilibrium geometry (ωB97M-V/def2-TZVPD, the OMol25 dataset).

Output
- Total charge: 0
- E_LUMO (spin up / spin down): 0.2 / -2.6 eV
- Frontier orbital gap (spin up / spin down): 0.231 / 0.236 Ha
- Spin multiplicity: 3

Each line ends with the Löwdin charge.
Element x y z (Å)
C -3.5251 -1.4444 -0.1471  -0.336
C 0.8191 2.4365 -0.5543  -0.121
C 2.0235 2.1142 0.1388  -0.061
C -0.2214 1.6282 -0.6149  -0.108
C 1.9832 0.8657 0.7057  -0.059
C -0.2352 0.3313 -0.1276  -0.139
C 0.9725 -0.0291 0.5358  -0.220
C -1.3195 -0.5989 -0.1161  -0.193
C 0.7888 -2.2778 -0.1682  -0.057
C -2.7513 -0.3365 -0.2137  -0.557
N -3.9972 -2.4818 -0.0392  0.205
N 1.3128 -1.3841 0.7369  0.008
O -0.7909 -1.9337 -0.1773  -0.081
Br -3.6257 1.3328 0.1202  0.814
H 0.8839 3.4323 -1.1680  0.141
H 2.9164 2.7236 0.1789  0.100
H -1.0961 2.2194 -1.0140  0.104
H 2.8509 0.4464 1.2133  0.119
H 1.0138 -2.0306 -1.1736  0.123
H 0.7162 -3.3231 0.1271  0.138
H 1.2815 -1.6907 1.7573  0.179

---

# C4H2F3N3O2

C4H2F3N3O2 in the gas phase in a non-equilibrium geometry (ωB97M-V/def2-TZVPD, the OMol25 dataset).

Output
- Total charge: 0
- E_LUMO: -1.4 eV
- Frontier orbital gap: 0.346 Ha
- Spin multiplicity: 1
- SMILES: O=[N+]([O-])[C@@]1(C(F)(F)F)C=CN=N1
- Relative energy (zero: lowest compared OMol25 entry of this formula, charge and spin): 90.8 kJ/mol

Each line ends with the Löwdin charge.
Element x y z (Å)
O -1.8046 -1.4353 0.9835  0.083
N -1.5993 -0.7969 -0.0553  -0.301
O -2.3207 -0.6879 -1.0207  0.123
C -0.2033 -0.0605 -0.1450  -0.213
C -0.5456 1.4502 0.3151  -0.620
F 0.5479 2.1837 0.2666  0.174
F -1.3968 2.0189 -0.5198  0.182
F -1.0070 1.5351 1.5391  0.194
C 0.9038 -0.8192 0.6671  0.092
C 1.8877 -0.7907 -0.2930  -0.087
N 1.5033 -0.2465 -1.5311  0.053
N 0.3200 0.1285 -1.5171  0.110
H 0.8048 -1.2270 1.6032  0.085
H 2.9100 -1.2525 -0.2927  0.123

---

# C29H40N8NaO8S

A molecular structure, C29H40N8NaO8S in a non-equilibrium geometry (ωB97M-V/def2-TZVPD, the OMol25 dataset).

Output
- Total charge: -1
- E_LUMO: 2.1 eV
- Frontier orbital gap: 0.267 Ha
- Spin multiplicity: 1

Each line ends with the Löwdin charge.
Element x y z (Å)
Na -0.1196 -0.8238 -0.3561  0.251
O -0.9251 -2.4508 3.3365  0.102
C -0.4899 -2.3368 2.0814  -0.468
O 0.5262 -1.7385 1.7943  0.068
C -1.2953 -3.0867 1.0685  -0.187
C -2.4033 -3.8399 1.4117  0.002
C -3.1172 -4.4442 0.3851  -0.052
C -2.7058 -4.2594 -0.9187  -0.013
C -1.5468 -3.5226 -1.1711  -0.166
N -0.8523 -2.9583 -0.1844  0.173
C -1.0412 -3.3660 -2.6221  -0.683
O -1.9491 -3.2674 -3.4745  -0.046
O 0.1979 -3.3297 -2.7432  -0.040
H -0.4047 -1.8551 3.9063  0.058
H -2.6963 -3.9381 2.4469  0.114
H -3.9906 -5.0449 0.6089  0.101
H -3.2488 -4.6661 -1.7606  0.114
C -3.5300 -0.6342 -1.4327  -0.028
N -3.3106 0.2031 -2.5938  -0.097
C -4.3099 0.0793 -3.6376  -0.157
C -3.6327 0.7802 -4.7949  -0.160
N -2.2321 0.5062 -4.5359  -0.085
C -1.2743 1.1352 -5.4195  -0.065
C -2.0402 0.2080 -3.1863  -0.333
N -0.9905 -0.0455 -2.5159  0.123
C 0.3280 -0.1793 -3.1105  -0.187
C 1.4158 0.5245 -2.2745  -0.197
N 2.1203 -0.4684 -1.4920  0.116
C 3.2550 -0.3759 -0.9440  -0.351
N 4.1064 0.7345 -0.7414  -0.096
C 4.3566 1.6771 -1.8122  -0.069
C 5.3004 0.2730 -0.0413  -0.161
C 4.8309 -1.0182 0.6122  -0.151
N 3.8652 -1.4767 -0.3598  -0.108
C 3.0916 -2.6761 -0.0895  -0.029
H -4.5300 -0.4325 -1.0455  0.091
H -2.8056 -0.4022 -0.6624  0.059
H -3.4487 -1.6986 -1.6843  0.084
H -5.2460 0.5537 -3.3396  0.116
H -4.5012 -0.9758 -3.8782  0.128
H -3.8393 1.8612 -4.7772  0.118
H -3.9321 0.3883 -5.7685  0.118
H -1.8260 1.5708 -6.2526  0.079
H -0.5695 0.4105 -5.8278  0.082
H -0.7172 1.9386 -4.9278  0.092
H 0.3895 0.1857 -4.1331  0.073
H 0.5649 -1.2465 -3.1312  0.094
H 0.9392 1.2623 -1.6146  0.114
H 2.0798 1.0578 -2.9634  0.091
H 3.4457 2.2019 -2.0893  0.068
H 4.7738 1.1917 -2.7049  0.096
H 5.0753 2.4159 -1.4559  0.082
H 5.6434 1.0206 0.6763  0.113
H 6.1152 0.0676 -0.7500  0.118
H 4.3652 -0.8294 1.5909  0.120
H 5.6359 -1.7415 0.7446  0.118
H 3.7855 -3.5020 0.0748  0.084
H 2.4516 -2.8903 -0.9460  0.085
H 2.4500 -2.5559 0.7878  0.072
C 3.2270 4.0629 2.3903  -0.047
C 2.1935 3.2019 3.0683  -0.261
C 1.2606 3.7559 3.9430  -0.038
C 0.2954 2.9623 4.5390  -0.060
C 0.2687 1.6041 4.2529  -0.271
C 1.2070 1.0253 3.4161  -0.027
C 2.1655 1.8330 2.8275  -0.012
S -0.9814 0.6037 5.0061  0.667
O -0.4527 -0.7355 5.1642  -0.301
O -1.4105 1.3298 6.1716  -0.298
N -2.2779 0.4256 4.0284  -0.121
C -2.8681 1.5735 3.3192  -0.194
C -2.2037 1.9552 1.9809  -0.073
C -1.5019 0.7743 1.2807  -0.640
O -1.9622 -0.3757 1.5287  -0.050
O -0.5465 1.0274 0.5219  -0.030
H 2.9383 5.1139 2.4038  0.072
H 3.3564 3.7520 1.3524  0.075
H 4.1955 3.9684 2.8886  0.081
H 1.2901 4.8184 4.1565  0.109
H -0.4373 3.3743 5.2206  0.110
H 1.1682 -0.0361 3.2040  0.101
H 2.8862 1.3956 2.1470  0.108
H -2.1276 -0.3189 3.3386  0.074
H -2.8952 2.4144 4.0149  0.110
H -3.8957 1.2783 3.1115  0.113
H -1.4889 2.7719 2.0711  0.102
H -2.9898 2.2742 1.2911  0.117

---

# C17H37BCrF4O9

A molecular structure, C17H37BCrF4O9 in a non-equilibrium geometry (ωB97M-V/def2-TZVPD, the OMol25 dataset).

Output
- Total charge: -2
- E_LUMO (spin up / spin down): 4.3 / 4.3 eV
- Frontier orbital gap (spin up / spin down): 0.161 / 0.213 Ha
- Spin multiplicity: 5
- Relative energy (zero: lowest compared OMol25 entry of this formula, charge and spin): 0.0 kJ/mol

Each line ends with the Löwdin charge.
Element x y z (Å)
Cr -0.4937 0.6717 -0.1601  0.817
C -3.1265 3.1478 -1.5007  -0.083
C -1.8669 3.5668 -0.7391  -0.647
C -2.1322 4.8952 0.0024  -0.091
O -1.4482 2.5750 0.1009  -0.309
H -2.8618 2.2892 -2.1233  0.070
H -3.4430 3.9352 -2.2052  0.057
H -3.9472 2.8647 -0.8403  0.064
H -1.0919 3.7823 -1.5115  0.116
H -2.9754 4.8109 0.6928  0.062
H -2.4728 5.6139 -0.7660  0.055
H -1.2324 5.3122 0.4532  0.047
C -3.9218 -0.3902 0.1993  -0.072
C -2.8774 -1.1451 -0.6447  -0.634
C -3.5969 -2.0538 -1.6539  -0.079
O -1.9974 -0.2882 -1.2376  -0.300
H -3.4533 0.0368 1.0872  0.070
H -4.7755 -1.0052 0.5366  0.057
H -4.3795 0.3803 -0.4322  0.065
H -2.3299 -1.7748 0.0897  0.085
H -4.5047 -1.5873 -2.0466  0.061
H -3.8510 -3.0230 -1.1994  0.059
H -2.9311 -2.2901 -2.4846  0.052
C -1.0907 -2.2659 2.4176  -0.081
C -0.5575 -0.8941 2.8688  -0.649
C 0.7505 -1.0897 3.6613  -0.086
O -0.4892 -0.0013 1.8703  -0.278
H -0.5737 -2.6373 1.5292  0.057
H -2.1684 -2.2716 2.2321  0.059
H -0.9832 -3.0369 3.2058  0.057
H -1.2988 -0.5728 3.6522  0.114
H 0.5359 -1.7847 4.4825  0.056
H 1.0560 -0.1364 4.0968  0.058
H 1.5557 -1.4842 3.0325  0.057
B 1.2055 1.2161 -3.3289  -1.181
F 2.5980 1.3452 -3.0836  0.074
F 0.9645 0.1156 -4.1815  0.082
F 0.5652 1.0108 -2.0528  0.041
F 0.6988 2.3947 -3.9207  0.083
C -0.0314 -3.6391 -2.8405  -0.052
C -0.0151 -3.6048 -1.3270  -0.187
O 1.3451 -3.4152 -0.8942  0.003
C 1.7152 -2.1785 -0.5514  -0.563
O 1.0337 -1.2083 -0.5735  0.153
O 3.0301 -2.1406 -0.2988  0.009
C 3.7232 -3.3296 -0.0259  -0.074
H 0.3093 -2.7184 -3.3096  0.087
H -1.0126 -3.9370 -3.2038  0.069
H 0.6675 -4.4288 -3.1571  0.072
H -0.3329 -4.5577 -0.9073  0.121
H -0.6367 -2.7929 -0.9567  0.101
H 3.8059 -3.9986 -0.8881  0.090
H 3.2376 -3.9054 0.7663  0.097
H 4.7327 -3.0536 0.2695  0.088
C 3.7725 0.4733 3.1552  -0.069
C 3.7487 0.6127 1.6381  -0.207
O 3.5945 1.9728 1.2643  0.050
C 2.4788 2.2903 0.6084  -0.566
O 1.5950 1.5456 0.2975  0.104
O 2.5444 3.5644 0.2805  0.030
C 1.4196 4.0255 -0.4662  -0.026
H 3.5327 -0.5481 3.4371  0.056
H 2.9577 1.0872 3.5492  0.077
H 4.6954 0.8657 3.5821  0.065
H 2.9636 -0.0119 1.2157  0.105
H 4.7017 0.2637 1.2295  0.121
H 0.4982 3.9013 0.1017  0.070
H 1.2785 3.5457 -1.4358  0.096
H 1.5894 5.0882 -0.6574  0.094

---

no.,DFT total energy (Ha)
1,-1059.3673
2,-306.3950
3,-3143.8338
4,-767.7991
5,-2729.7429
6,-2816.1785